Version A
A cluster of 15 separate species, C45H105N15O15 in total. Source: the Open Molecules 2025 dataset; level of theory: ωB97M-V/def2-TZVPD.

Atoms and positions in Å:
C -4.1721 -3.1282 2.9397
C -3.3616 -3.7016 1.8057
O -2.9092 -4.8335 1.9547
N -3.1726 -2.9609 0.6972
C -2.1945 -3.2324 -0.3219
H -4.4119 -2.0616 2.9987
H -3.7561 -3.2648 3.9365
H -5.0895 -3.7183 2.8498
H -3.6739 -2.0907 0.6221
H -2.6216 -3.4443 -1.3062
H -1.4969 -4.0104 -0.0289
H -1.6346 -2.3059 -0.4699
C 6.4030 3.0267 -0.8884
C 5.2174 2.4963 -1.6557
O 4.7763 3.1033 -2.6283
N 4.7954 1.2509 -1.3718
C 3.6008 0.6501 -1.9556
H 7.1094 2.2138 -0.6896
H 6.2150 3.6257 -0.0031
H 6.9791 3.5841 -1.6298
H 5.1426 0.7673 -0.5494
H 2.7631 0.7452 -1.2552
H 3.8342 -0.4041 -2.0794
H 3.2667 1.1343 -2.8674
C 0.4308 -6.0044 -2.8184
C -0.2077 -5.7833 -1.4422
O -0.1422 -4.6967 -0.8780
N -0.8253 -6.8551 -0.9142
C -1.4658 -6.9225 0.3780
H -0.3257 -6.3030 -3.5490
H 1.1546 -6.8184 -2.7693
H 0.8554 -5.0841 -3.2091
H -0.6084 -7.7357 -1.3524
H -2.4969 -7.2585 0.3001
H -1.3596 -6.0179 0.9720
H -0.9279 -7.6180 1.0330
C 2.7917 -3.6889 -1.6558
C 3.2779 -3.0265 -2.9393
O 2.5098 -2.4229 -3.6862
N 4.5825 -3.1915 -3.2437
C 5.1966 -2.4927 -4.3788
H 3.4156 -3.3744 -0.8204
H 2.7064 -4.7735 -1.7299
H 1.7501 -3.3859 -1.5661
H 5.0760 -3.8536 -2.6701
H 6.1124 -1.9947 -4.0641
H 4.5354 -1.8206 -4.9041
H 5.5132 -3.3000 -5.0458
C -3.6750 1.4960 3.1438
C -2.8574 1.1850 4.3904
O -2.5895 0.0593 4.7723
N -2.4271 2.2896 5.0228
C -1.6822 2.2922 6.2557
H -4.0135 0.5219 2.7852
H -2.9794 1.8137 2.3644
H -4.5048 2.1943 3.1972
H -2.5911 3.2107 4.6553
H -1.2825 1.2899 6.4442
H -2.3071 2.5896 7.0944
H -0.6987 2.7690 6.2009
C -0.0278 -1.4179 -3.0233
C -0.5293 -2.3051 -4.1683
O -0.8382 -1.8147 -5.2385
N -0.5716 -3.6077 -3.8308
C -1.0172 -4.6264 -4.7793
H 1.0534 -1.3000 -3.1080
H -0.2630 -1.8314 -2.0446
H -0.5024 -0.4536 -3.1960
H -0.2077 -3.9138 -2.9432
H -1.5897 -4.1540 -5.5739
H -1.6312 -5.3682 -4.2741
H -0.1239 -5.0468 -5.2466
C -6.3205 6.2231 1.4748
C -5.4990 5.1893 0.7903
O -4.5332 5.5284 0.1050
N -5.9207 3.9106 0.7656
C -5.1532 2.8511 0.1750
H -7.0102 5.8291 2.2225
H -6.9543 6.7224 0.7396
H -5.6292 6.9707 1.8555
H -6.6803 3.7038 1.3946
H -5.7065 2.0057 -0.2152
H -4.2180 2.6400 0.6953
H -4.6972 3.2766 -0.7299
C -6.0406 -1.2726 -0.1956
C -4.8965 -0.4109 -0.7315
O -3.9235 -0.0764 -0.0479
N -4.9130 -0.1316 -2.0312
C -3.9832 0.8202 -2.6463
H -6.8591 -1.1499 -0.9037
H -6.2256 -1.1807 0.8656
H -5.6727 -2.2790 -0.4280
H -5.4836 -0.5269 -2.7603
H -4.4321 1.3924 -3.4571
H -3.1074 0.3793 -3.1281
H -3.6796 1.5172 -1.8759
C -1.9048 4.0311 -5.1719
C -1.9029 4.0323 -3.6442
O -2.6461 3.2602 -3.0526
N -1.1171 4.9507 -3.0445
C -1.0732 5.2136 -1.6333
H -1.5301 4.9492 -5.6187
H -2.9381 3.7910 -5.4124
H -1.3241 3.1787 -5.5293
H -0.6207 5.5502 -3.6791
H -0.1743 4.8670 -1.1214
H -1.9549 4.9008 -1.0721
H -1.1206 6.2927 -1.4543
C 1.3581 -4.7768 1.8165
C 2.0838 -5.2930 3.0230
O 2.2307 -6.4807 3.2403
N 2.5901 -4.3249 3.8530
C 3.2578 -4.6450 5.0982
H 0.5202 -4.1518 2.1534
H 0.8217 -5.5157 1.2318
H 1.9434 -4.1666 1.1299
H 2.1697 -3.4021 3.7823
H 3.0931 -3.8403 5.8186
H 4.3244 -4.7361 4.8887
H 2.9026 -5.5288 5.6287
C 5.7179 -2.1756 2.1959
C 5.3615 -0.7568 1.7909
O 5.9352 -0.1978 0.8611
N 4.3608 -0.1913 2.4720
C 3.7373 1.0428 2.0151
H 4.7917 -2.7361 2.3734
H 6.3005 -2.2470 3.1157
H 6.2359 -2.7788 1.4534
H 3.8317 -0.7659 3.1094
H 2.7191 0.9863 2.4105
H 3.6421 1.0567 0.9326
H 4.2034 1.9112 2.4801
C 2.3217 -0.3129 5.7444
C 1.4812 -1.2630 4.9026
O 1.9085 -1.5914 3.7889
N 0.4168 -1.8372 5.4723
C -0.4947 -2.7145 4.7875
H 2.0161 -0.3736 6.7904
H 2.1406 0.6756 5.3219
H 3.3818 -0.5485 5.7141
H 0.3666 -1.7461 6.4712
H -1.3114 -2.9113 5.4789
H -0.1295 -3.5412 4.1803
H -1.0323 -2.1259 4.0286
C 0.6411 4.9230 -5.6621
C 1.2675 4.1258 -4.5285
O 2.4783 4.1279 -4.4389
N 0.3927 3.5236 -3.6844
C 0.7135 2.9090 -2.4052
H -0.3517 4.5539 -5.9393
H 1.2798 5.0445 -6.5259
H 0.4401 5.8889 -5.1858
H -0.5805 3.5016 -3.9228
H -0.1802 2.7628 -1.8045
H 1.3868 3.5675 -1.8491
H 1.2750 1.9737 -2.4337
C -1.1359 1.8670 -0.3609
C -0.0299 0.8472 -0.1955
O 1.1344 1.0736 -0.5157
N -0.2892 -0.2393 0.5820
C 0.6526 -1.3394 0.7605
H -1.6687 1.8136 -1.3080
H -0.7483 2.8772 -0.2353
H -1.8353 1.7412 0.4681
H -1.2636 -0.4414 0.7664
H 0.4613 -1.9097 1.6637
H 1.5973 -0.8064 0.8831
H 0.8149 -2.0253 -0.0737
C 0.7171 7.5028 1.0498
C 1.2098 6.2469 0.2904
O 1.0482 6.1708 -0.9128
N 1.8715 5.3656 1.0600
C 2.4079 4.1354 0.5250
H 0.5558 7.2132 2.0894
H -0.1896 7.9774 0.6897
H 1.5454 8.1937 0.8841
H 2.0081 5.5622 2.0318
H 1.6170 3.4574 0.1954
H 3.0606 3.7283 1.2957
H 3.0435 4.2509 -0.3575

## Properties
E_HOMO in eV: -7.26

Löwdin population analysis, charges in e, atoms 1 to 6: number 1, C, carries 0.00; number 2, C, carries -0.54; number 3, O, carries 0.02; number 4, N, carries 0.04; number 5, C, carries -0.06; number 6, H, carries 0.06

Version B
A cluster of 15 separate species, C45H105N15O15 in total. Source: the Open Molecules 2025 dataset; level of theory: ωB97M-V/def2-TZVPD.

Atoms and positions in Å:
C -0.6797 -23.7860 -6.9765
C -0.2868 -22.3662 -6.5981
O -0.2656 -22.0468 -5.3949
N -0.0054 -21.5244 -7.5406
C -0.0052 -20.0630 -7.2983
H -0.8485 -23.8618 -8.0507
H -1.6550 -24.0358 -6.5588
H 0.0249 -24.5214 -6.5882
H 0.0078 -21.8609 -8.4928
H -0.6059 -19.6925 -6.4676
H -0.1946 -19.6580 -8.2924
H 0.9570 -19.6382 -7.0125
C -6.0020 -6.0343 -13.1899
C -7.5068 -6.0264 -13.0253
O -8.0741 -6.9357 -12.4445
N -8.1245 -4.9282 -13.5211
C -9.5902 -4.7243 -13.4098
H -5.7259 -5.2928 -13.9396
H -5.5943 -7.0048 -13.4728
H -5.5171 -5.6146 -12.3086
H -7.6528 -4.0603 -13.7314
H -10.0869 -5.6937 -13.3694
H -9.9221 -4.1705 -14.2881
H -9.8756 -4.1117 -12.5546
C 6.0082 -16.2274 -10.5839
C 5.1959 -15.8316 -9.4480
O 4.1150 -16.2860 -9.2073
N 5.8454 -14.8957 -8.7045
C 5.1970 -14.0575 -7.6876
H 5.4804 -16.9934 -11.1520
H 6.9779 -16.5450 -10.2006
H 6.1288 -15.3359 -11.1993
H 6.7682 -14.5690 -8.9532
H 4.1700 -14.3880 -7.5318
H 5.0157 -13.0533 -8.0707
H 5.7025 -14.1268 -6.7244
C -7.4254 -13.1231 -18.3443
C -7.6696 -12.7537 -16.8965
O -8.7337 -12.9790 -16.3245
N -6.6409 -12.2159 -16.2237
C -6.6361 -12.0454 -14.7597
H -6.8959 -14.0756 -18.3216
H -6.7992 -12.3994 -18.8660
H -8.3857 -13.3251 -18.8187
H -5.8142 -11.8863 -16.7012
H -6.1573 -12.9065 -14.2934
H -7.6789 -11.9527 -14.4563
H -6.1042 -11.1252 -14.5184
C -2.9679 -14.5890 -2.1727
C -2.9905 -14.9780 -3.6189
O -2.0570 -15.6105 -4.0012
N -4.0455 -14.5487 -4.3531
C -4.3394 -14.7806 -5.7417
H -2.1135 -13.9258 -2.0377
H -2.7689 -15.4206 -1.4967
H -3.8666 -14.0394 -1.8926
H -4.7584 -13.9820 -3.9164
H -3.6345 -15.4715 -6.2041
H -4.3891 -13.8358 -6.2829
H -5.3512 -15.1753 -5.8340
C -2.7348 -7.6904 -0.9841
C -1.4224 -8.4036 -0.9464
O -0.6484 -8.1798 -0.0236
N -1.0428 -9.3126 -1.8778
C -1.8536 -9.9446 -2.9239
H -3.3430 -7.8302 -1.8778
H -2.5264 -6.6367 -0.7988
H -3.3925 -8.0330 -0.1852
H -0.1499 -9.6861 -1.5891
H -2.8515 -10.1692 -2.5471
H -1.3807 -10.8531 -3.2967
H -1.9562 -9.3088 -3.8033
C -2.6492 -7.7214 -17.4346
C -2.9338 -9.2106 -17.2330
O -3.7718 -9.8067 -17.9128
N -2.1261 -9.7993 -16.2851
C -1.9587 -11.1594 -15.8918
H -2.7898 -7.4686 -18.4855
H -1.6453 -7.4230 -17.1325
H -3.4359 -7.1830 -16.9062
H -1.7003 -9.1312 -15.6585
H -2.5408 -11.2116 -14.9718
H -0.9023 -11.3552 -15.7081
H -2.3775 -11.9214 -16.5491
C -2.6251 -10.8562 -10.3300
C -1.4400 -11.2784 -9.5000
O -0.9220 -10.4644 -8.7218
N -1.2839 -12.6125 -9.4412
C -0.3257 -13.1730 -8.4959
H -3.3987 -11.6240 -10.3418
H -2.3908 -10.6744 -11.3788
H -3.0367 -9.9475 -9.8907
H -1.7732 -13.2369 -10.0663
H 0.6689 -12.7368 -8.4028
H -0.0776 -14.1959 -8.7794
H -0.6854 -13.2402 -7.4692
C 2.8255 -12.5676 -12.3779
C 3.7184 -11.4806 -12.9515
O 4.3845 -11.6692 -13.9792
N 3.9315 -10.3069 -12.2734
C 3.4206 -9.9521 -11.0077
H 3.2516 -12.9710 -11.4593
H 2.7601 -13.3776 -13.1043
H 1.8724 -12.1658 -12.0340
H 4.6260 -9.7093 -12.6985
H 2.7076 -9.1295 -11.0627
H 4.1840 -9.7785 -10.2494
H 2.9747 -10.8432 -10.5657
C 3.4903 -4.7178 -6.1695
C 2.7339 -5.9166 -5.6713
O 1.6386 -5.7746 -5.1061
N 3.2759 -7.0836 -5.9708
C 2.6572 -8.3902 -5.6643
H 4.4397 -4.5693 -5.6550
H 2.9436 -3.7777 -6.0963
H 3.7982 -4.9072 -7.1978
H 4.0518 -7.0915 -6.6175
H 1.5733 -8.4227 -5.7749
H 2.9533 -8.7036 -4.6632
H 3.0244 -9.0797 -6.4246
C -4.0164 -17.7514 -12.2695
C -3.2662 -16.8174 -13.2387
O -2.8278 -15.7283 -12.8001
N -2.9389 -17.3927 -14.4160
C -2.1180 -16.7794 -15.4173
H -3.5702 -18.7314 -12.4390
H -5.0774 -17.7694 -12.5188
H -3.8726 -17.5265 -11.2127
H -3.1562 -18.3549 -14.6329
H -1.5108 -17.4824 -15.9876
H -1.3863 -16.1171 -14.9546
H -2.6125 -16.1240 -16.1343
C 1.2502 -5.9179 -14.4083
C 0.1919 -6.0646 -13.2982
O -0.6416 -6.9217 -13.4507
N 0.3631 -5.3113 -12.1918
C -0.4492 -5.4396 -10.9750
H 0.7605 -5.4530 -15.2640
H 1.7283 -6.8609 -14.6734
H 2.1144 -5.2914 -14.1877
H 1.2368 -4.8164 -12.0830
H 0.1417 -5.1879 -10.0944
H -0.8282 -6.4586 -10.8974
H -1.2668 -4.7216 -10.9107
C 3.2354 -14.4212 -3.1110
C 4.0993 -13.4253 -2.2748
O 3.5854 -12.4490 -1.6962
N 5.3989 -13.6528 -2.2885
C 6.3147 -12.9420 -1.3990
H 2.6541 -13.8258 -3.8151
H 2.5925 -15.0555 -2.5007
H 3.9241 -15.1122 -3.5971
H 5.7061 -14.5273 -2.6897
H 7.1971 -13.5783 -1.3317
H 5.8833 -12.8035 -0.4076
H 6.6518 -12.0494 -1.9259
C -8.0866 -9.5567 -8.3366
C -8.5699 -8.3134 -7.5455
O -8.8805 -8.3831 -6.3844
N -8.6806 -7.2677 -8.2796
C -9.4103 -6.0741 -7.8630
H -8.9056 -10.1456 -8.7494
H -7.6422 -10.2665 -7.6388
H -7.3745 -9.3008 -9.1211
H -8.3224 -7.2839 -9.2238
H -9.2808 -5.7368 -6.8347
H -10.4917 -6.0659 -7.9993
H -9.0847 -5.2568 -8.5066
C -2.4862 -2.5394 -5.0078
C -3.3416 -3.5808 -5.6963
O -4.4059 -3.2541 -6.2561
N -2.9788 -4.8649 -5.5546
C -3.5882 -6.0861 -6.0704
H -1.4854 -2.8687 -4.7286
H -2.9293 -2.1456 -4.0931
H -2.3947 -1.7274 -5.7291
H -2.0483 -4.9540 -5.1721
H -4.1077 -6.5721 -5.2446
H -2.7341 -6.5930 -6.5194
H -4.2613 -5.8162 -6.8842

## Properties
E_HOMO in eV: -9.14

Löwdin population analysis, charges in e, atoms 1 to 6: number 1, C, carries 0.00; number 2, C, carries -0.59; number 3, O, carries 0.01; number 4, N, carries 0.02; number 5, C, carries -0.04; number 6, H, carries 0.06

Most stable to least stable, the ends of the list are version B and version A.

Version A
An isolated molecule of C3H5FO. Source: the Open Molecules 2025 dataset; level of theory: ωB97M-V/def2-TZVPD.

Atoms and positions in Å:
C -1.4719 -0.6001 -0.2471
C -0.5067 0.2817 0.1467
F -0.6967 1.6237 -0.0864
C 0.8277 0.0637 0.5763
O 1.7520 0.0833 -0.5781
H -2.4651 -0.4581 -0.7491
H -1.1411 -1.7620 -0.2599
H 1.1653 0.7452 1.4024
H 1.0084 -0.9591 1.0715
H 1.5280 0.9817 -1.2763

## Properties
Structure (SMILES): C=C(F)CO
E_HOMO in eV: -9.86

natural (NBO) population analysis, charges in e, atoms 1 to 6: number 1, C, carries -0.46; number 2, C, carries 0.35; number 3, F, carries -0.35; number 4, C, carries -0.16; number 5, O, carries -0.71; number 6, H, carries 0.23

Version B
An isolated molecule of C3H5FO. Source: the Open Molecules 2025 dataset; level of theory: ωB97M-V/def2-TZVPD.

Atoms and positions in Å:
C 2.0418 -0.0666 -0.0239
C -0.3545 -0.3281 0.3312
C -1.6643 0.3798 0.0144
O 0.7844 0.3261 0.1443
F -0.2525 -1.7103 0.0958
H 2.4454 -0.9367 -0.6040
H 2.7487 0.7397 0.2336
H -1.4243 0.8153 -0.9064
H -1.9052 1.2135 0.8072
H -2.4194 -0.4326 -0.0924

## Properties
E_HOMO (alpha / beta) in eV: -7.72 / -7.44

natural (NBO) population analysis, charges in e, atoms 1 to 6: number 1, C, carries -0.15; number 2, C, carries 0.60; number 3, C, carries -0.70; number 4, O, carries -0.44; number 5, F, carries -0.36; number 6, H, carries 0.18

Most stable to least stable, the ends of the list are version A and version B.

Version A
An isolated molecule of C3H5FO. Source: the Open Molecules 2025 dataset; level of theory: ωB97M-V/def2-TZVPD.

Atoms and positions in Å:
C 0.1621 0.4448 0.2368
C 2.7166 0.5014 -0.3298
C -0.7687 -0.6579 0.0037
O 1.4017 0.1552 0.0103
F 3.4699 -0.5397 0.0398
H -0.0926 1.4838 0.5901
H 3.0599 1.3470 0.0931
H -0.2095 -1.6584 0.3407
H -0.9068 -0.9672 -1.0600
H -1.6943 -0.6957 0.5172

## Properties
E_HOMO (alpha / beta) in eV: -8.32 / -7.23

natural (NBO) population analysis, charges in e, atoms 1 to 6: number 1, C, carries 0.18; number 2, C, carries 0.37; number 3, C, carries -0.70; number 4, O, carries -0.46; number 5, F, carries -0.34; number 6, H, carries 0.16

Version B
An isolated molecule of C3H5FO. Source: the Open Molecules 2025 dataset; level of theory: ωB97M-V/def2-TZVPD.

Atoms and positions in Å:
C 1.6938 -0.1284 -0.1721
C 0.4821 0.3416 0.0536
F 0.1981 1.6166 0.0533
C -0.8522 -0.4103 0.1555
O -1.8340 0.3529 -0.3770
H 2.4374 0.5989 -0.4995
H 2.0133 -1.2859 -0.1226
H -0.8273 -1.1625 -0.4880
H -1.2040 -0.9142 1.1084
H -2.1071 0.9913 0.2882

## Properties
Structure (SMILES): C=C(F)CO
E_HOMO in eV: -9.67

natural (NBO) population analysis, charges in e, atoms 1 to 6: number 1, C, carries -0.52; number 2, C, carries 0.38; number 3, F, carries -0.32; number 4, C, carries -0.13; number 5, O, carries -0.68; number 6, H, carries 0.22

Most stable to least stable, the ends of the list are version B and version A.